A 6-piece molecular cluster, C12H36O11 overall in a non-equilibrium geometry, computed with ωB97M-V/def2-TZVPD.

Structure (XYZ):
```
59
Properties=species:S:1:pos:R:3:forces:R:3:lowdin_charge:R:1
O -18.7578 -31.0351 -3.8898 -0.293 -1.710 -0.671 -0.05
C -18.5144 -29.7814 -3.4284 2.475 1.932 -0.749 -0.25
C -17.1331 -29.2076 -4.0903 -1.268 -0.383 3.486 -0.26
O -17.0478 -29.4112 -5.4464 -0.589 0.127 -1.099 -0.05
H -18.4240 -31.0086 -4.7895 -0.116 -0.532 -0.388 0.08
H -19.3384 -29.1096 -3.6689 -0.074 0.309 0.103 0.11
H -18.3296 -29.8190 -2.3549 -0.160 0.196 0.062 0.11
H -16.2996 -29.6855 -3.5756 0.053 -0.522 0.055 0.11
H -17.0830 -28.1944 -3.6917 -0.058 0.659 -0.763 0.11
H -16.1905 -29.1105 -5.7565 0.018 -0.066 -0.066 0.10
O -24.2912 -32.6126 -6.5160 0.533 -0.559 -0.103 -0.05
C -23.2831 -31.6714 -6.2212 -0.474 1.257 0.134 -0.27
C -22.1848 -31.4024 -7.2269 -0.465 1.322 -0.778 -0.20
O -22.7836 -30.6892 -8.3800 -0.031 -1.301 0.634 -0.10
H -24.6559 -32.4078 -7.3802 -0.007 0.115 -0.127 0.08
H -23.7653 -30.6988 -6.1224 -0.138 0.327 0.093 0.11
H -22.8888 -31.8576 -5.2222 0.189 -0.541 -0.190 0.12
H -21.6000 -32.2809 -7.4999 -0.103 -0.013 -0.284 0.12
H -21.5566 -30.6126 -6.8149 0.427 -0.509 0.619 0.11
H -22.0893 -30.2079 -8.8361 0.097 -0.059 0.003 0.07
O -22.9790 -21.2591 -11.0783 -0.157 0.182 0.136 -0.08
C -22.2988 -20.0155 -10.9997 1.476 -0.370 0.154 -0.23
C -20.8609 -20.2556 -11.5844 -1.383 -0.409 -1.812 -0.26
O -19.9782 -19.1814 -11.4812 0.593 0.696 1.150 -0.06
H -23.5844 -21.2382 -10.3336 -0.248 -0.396 -0.120 0.08
H -22.9144 -19.2020 -11.3834 0.332 0.075 -0.631 0.11
H -22.1251 -19.7715 -9.9516 0.100 0.147 0.248 0.11
H -20.7839 -20.4514 -12.6539 -1.378 -0.448 -0.357 0.11
H -20.5436 -21.2347 -11.2255 0.540 0.369 0.995 0.11
H -19.9229 -18.7979 -12.3596 0.125 0.148 0.267 0.09
O -19.7796 -24.2041 -8.2663 0.645 -0.127 -0.207 -0.06
C -20.1454 -25.5603 -8.3550 -0.642 -1.916 0.036 -0.25
C -19.1123 -26.4315 -9.1239 0.642 1.595 -0.848 -0.24
O -19.5594 -27.6725 -9.6663 -0.516 0.204 0.794 -0.07
H -20.5533 -23.6359 -8.2768 -0.067 -0.230 -0.038 0.08
H -20.2667 -26.0226 -7.3753 0.039 0.239 0.422 0.11
H -21.1140 -25.7090 -8.8323 -0.073 0.187 -0.325 0.12
H -18.1960 -26.5408 -8.5438 -0.098 -0.213 0.291 0.12
H -18.8235 -25.8148 -9.9750 0.129 0.223 -0.164 0.11
H -18.8538 -28.3128 -9.5491 -0.060 0.000 0.045 0.08
O -19.5297 -18.8913 -5.7081 -0.493 0.381 0.739 -0.09
C -20.7450 -18.1676 -5.3601 0.081 -1.688 1.083 -0.20
C -21.0365 -18.3817 -3.8265 0.595 0.927 -0.971 -0.24
O -20.1325 -17.6348 -3.0386 0.386 -0.341 0.075 -0.07
H -19.4310 -18.9008 -6.6629 -0.058 0.101 -0.035 0.07
H -20.6239 -17.1210 -5.6394 -0.397 0.002 0.162 0.12
H -21.5734 -18.6994 -5.8281 -0.251 0.492 -0.555 0.10
H -20.9125 -19.4314 -3.5601 -0.317 -0.248 -0.361 0.12
H -22.0246 -18.0373 -3.5213 -0.166 -0.106 -0.488 0.12
H -19.3525 -18.1904 -3.1065 0.624 0.481 0.335 0.08
C -14.0414 -24.9677 -11.3161 -0.624 -0.164 0.725 -0.08
C -14.0898 -24.0289 -10.1017 0.246 0.511 -0.741 -0.33
O -13.3281 -24.5531 -9.0209 -0.064 -0.348 -0.223 -0.08
H -14.7151 -24.6612 -12.1162 0.095 0.493 0.044 0.07
H -14.4679 -25.9217 -11.0062 0.385 -0.290 0.033 0.07
H -13.0430 -25.0965 -11.7342 -0.022 -0.013 0.239 0.07
H -15.1111 -23.8050 -9.7936 -0.279 -0.401 0.019 0.10
H -13.6900 -23.0573 -10.3919 0.250 0.174 -0.106 0.10
H -13.3301 -23.9089 -8.3092 -0.006 0.032 0.015 0.08
```
Forces are in eV/Å.

Properties
Charge: 0
Spin multiplicity: 1
DFT total energy: -35545.1120 eV
Energy above the lowest of the compared OMol25 structures with the same formula, charge and spin: 175.2 kJ/mol
SMILES: OCCO.OCCO.OCCO.OCCO.OCCO.CCO
Highest occupied orbital energy: -10.13 eV
E_LUMO: 0.117 eV


A 2-piece molecular cluster, CH2N2O3S overall in a non-equilibrium geometry, computed with ωB97M-V/def2-TZVPD.

Structure (XYZ):
```
9
Properties=species:S:1:pos:R:3:forces:R:3:lowdin_charge:R:1
C 1.3865 0.8487 0.7252 -2.015 0.203 3.752 -0.52
N 0.7371 0.8852 1.7479 3.735 0.123 -1.210 0.22
N -0.3989 0.1185 -0.6457 0.613 0.264 -0.528 -0.40
O 2.1893 0.7192 -0.0778 1.968 0.245 -1.912 0.10
O -1.7102 0.0545 -0.2283 0.408 -0.105 0.222 -0.06
O -0.2467 -2.3097 -1.3507 -0.122 -0.634 -0.267 -0.47
S 0.4422 -1.0539 -1.1882 -1.308 0.187 0.014 1.00
H -2.2263 -0.1852 -0.9967 -0.461 -0.478 -0.432 0.09
H -0.1729 0.9227 2.0143 -2.818 0.196 0.361 0.04
```
Forces are in eV/Å.

Properties
Charge: 0
Spin multiplicity: 1
DFT total energy: -21023.9625 eV
Energy above the lowest of the compared OMol25 structures with the same formula, charge and spin: 237.5 kJ/mol
Highest occupied orbital energy: -10.59 eV
E_LUMO: -0.758 eV


A 2-piece molecular cluster, C3H6Cl2NO3P overall in a non-equilibrium geometry, computed with ωB97M-V/def2-TZVPD.

Structure (XYZ):
```
16
Properties=species:S:1:pos:R:3:forces:R:3:lowdin_charge:R:1
C -1.8075 -0.9996 -0.0624 0.172 -1.909 3.695 -0.21
C -0.4941 -1.6064 0.3744 0.141 0.149 0.650 -0.61
C 1.0888 1.7275 0.4516 -0.061 -0.456 0.110 -0.76
N 0.4447 1.1127 1.3078 0.643 -2.057 -3.380 0.04
O 1.6278 -0.4000 -1.0344 0.337 -0.607 0.308 -0.44
O 2.6778 1.7333 -1.9602 -0.294 0.051 1.194 -0.48
O 0.1729 1.4381 -1.9596 -1.658 0.545 -0.266 -0.43
P 1.4641 1.0751 -1.3158 1.388 -0.094 -1.586 -0.03
Cl -0.6446 -3.4685 0.3268 -0.032 -0.046 -0.022 0.32
Cl 1.6194 3.4224 0.8143 0.386 1.190 0.351 0.38
H -1.6881 0.0024 0.1826 0.072 2.152 -0.210 0.03
H -1.9565 -1.2075 -1.0458 -0.823 -0.231 -2.831 0.03
H -2.5957 -1.3994 0.6236 0.089 0.152 -0.792 0.06
H 0.3207 -1.3006 -0.4173 -0.411 -0.210 1.974 0.04
H 0.1744 1.2648 2.2003 -0.612 1.695 3.087 -0.01
H -0.4042 -1.3943 1.5141 0.664 -0.324 -2.281 0.07
```
Forces are in eV/Å.

Properties
Charge: -2
Spin multiplicity: 1
DFT total energy: -45175.8117 eV
Energy above the lowest of the compared OMol25 structures with the same formula, charge and spin: 349.8 kJ/mol
Highest occupied orbital energy: -0.06 eV
E_LUMO: 5.393 eV


C11H29AsO5PRuS2 as an isolated structure in a non-equilibrium geometry, computed with ωB97M-V/def2-TZVPD.

Structure (XYZ):
```
50
Properties=species:S:1:pos:R:3:forces:R:3:lowdin_charge:R:1
Ru 0.1185 0.4560 -0.4754 -1.913 -2.077 0.878 0.89
C 0.3247 2.1426 2.0579 -0.169 0.046 0.389 -0.07
O -0.0970 0.7666 1.8785 0.438 0.961 -0.550 -0.30
C 0.6924 -0.1608 2.6322 -0.107 -0.163 -0.030 -0.16
C 1.7695 -0.7096 1.7394 0.120 -0.029 0.139 -0.16
O 1.1889 -1.2412 0.5312 0.313 0.642 -0.379 -0.34
C 0.5189 -2.5134 0.6764 -0.061 -0.069 -0.040 -0.04
H 0.2359 2.4209 3.1078 -0.005 -0.036 0.008 0.11
H -0.3507 2.7608 1.4719 0.005 -0.017 -0.035 0.09
H 1.3512 2.2901 1.7201 0.008 -0.033 -0.019 0.09
H 0.0156 -0.9467 2.9671 -0.005 0.023 0.045 0.14
H 1.1350 0.3153 3.5086 -0.075 0.047 0.007 0.15
H 2.3524 -1.4764 2.2521 0.018 -0.057 -0.110 0.15
H 2.4342 0.0896 1.4093 0.065 -0.051 0.002 0.13
H 1.1125 -3.1544 1.3260 0.037 0.032 0.000 0.11
H 0.4562 -2.9529 -0.3134 -0.012 -0.002 -0.001 0.07
H -0.4818 -2.3877 1.0911 0.006 0.035 0.020 0.10
C -2.9446 1.8499 -5.6399 -0.003 -0.054 -0.006 -0.05
C -2.8672 2.0459 -4.1503 -0.056 0.074 -0.044 -0.21
O -1.7954 1.1776 -3.6149 -0.083 0.070 -0.103 -0.34
P -1.9832 0.1719 -2.4459 -0.282 -0.011 -0.709 -0.09
S -0.3268 -0.9514 -2.3605 0.233 0.591 0.388 0.44
S -2.0951 1.1205 -0.6481 1.013 -0.119 -0.039 0.46
O -3.2781 -0.6117 -2.7906 -0.086 0.020 0.092 -0.29
C -3.8560 -1.6890 -1.9696 -0.075 -0.123 0.046 -0.24
C -5.2784 -1.8953 -2.4147 0.048 0.052 -0.071 -0.05
H -3.6102 2.6038 -6.0607 -0.014 -0.019 -0.003 0.10
H -3.3373 0.8653 -5.8889 0.018 -0.002 -0.002 0.09
H -1.9639 1.9663 -6.0999 -0.006 0.037 0.006 0.09
H -3.8062 1.7929 -3.6601 0.016 -0.005 0.035 0.12
H -2.5832 3.0612 -3.8831 0.032 -0.015 0.049 0.12
H -3.7930 -1.3953 -0.9208 0.017 0.050 -0.010 0.11
H -3.2466 -2.5765 -2.1346 0.048 0.034 -0.026 0.12
H -5.8869 -1.0169 -2.2060 -0.015 -0.015 0.010 0.09
H -5.6988 -2.7487 -1.8835 -0.009 0.020 0.021 0.10
H -5.3126 -2.1068 -3.4825 -0.022 -0.021 0.009 0.09
C 1.4230 2.1081 -3.7957 -0.022 0.031 -0.090 -0.18
As 2.5059 1.6729 -2.2932 -0.146 -0.078 -0.183 1.09
C 3.8391 2.9768 -1.9347 -0.029 0.077 0.114 -0.17
C 3.2837 -0.0611 -2.4571 0.144 0.005 0.106 -0.18
O 1.4994 1.6897 -0.8807 0.619 0.119 0.210 -0.62
H 2.0491 2.4327 -4.6261 0.041 -0.005 0.026 0.06
H 0.7486 2.9116 -3.5041 0.006 0.014 -0.010 0.06
H 0.8504 1.2284 -4.0820 -0.024 0.011 0.007 0.02
H 4.4320 3.1525 -2.8310 -0.010 -0.017 -0.018 0.06
H 4.4762 2.6067 -1.1339 0.021 0.010 -0.002 0.06
H 3.3515 3.8974 -1.6197 0.007 0.023 -0.041 0.06
H 3.7281 -0.1837 -3.4440 -0.037 0.035 -0.024 0.07
H 2.5131 -0.8107 -2.2987 -0.009 -0.024 -0.060 0.00
H 4.0590 -0.1614 -1.6989 0.001 -0.022 -0.001 0.06
```
Forces are in eV/Å.

Properties
Charge: +2
Spin multiplicity: 2
DFT total energy: -116481.1917 eV
Energy above the lowest of the compared OMol25 structures with the same formula, charge and spin: 74.2 kJ/mol
Highest occupied orbital energy (spin up / spin down): -15.10 / -14.93 eV
E_LUMO (spin up / spin down): -7.586 / -7.400 eV


C12H26ClHgN3OTa as an isolated structure in a non-equilibrium geometry, computed with ωB97M-V/def2-TZVPD.

Structure (XYZ):
```
45
Properties=species:S:1:pos:R:3:forces:R:3:lowdin_charge:R:1
N 1.9181 -0.4033 0.2148 0.495 0.140 0.220 -0.08
C 2.9547 -0.6858 0.8384 1.417 -0.517 1.243 -0.31
O 3.9112 -0.9610 1.4658 -2.744 0.839 -1.972 0.25
Hg 0.9960 1.1009 -3.4011 0.505 -0.185 -0.914 1.02
Ta 0.1068 -0.0509 -0.4274 1.717 -1.919 -0.134 1.59
N -0.6154 -1.6971 -1.2149 0.242 1.977 -0.328 -0.27
N 0.0512 1.7223 -1.4301 -1.663 0.088 0.925 -0.40
C -0.4042 -3.0959 -0.7640 0.029 -0.441 -0.072 -0.66
C 0.5655 3.1135 -1.1414 0.274 0.440 -0.064 -0.68
C 0.6735 -3.6874 -1.6651 0.255 -0.283 -0.071 -0.02
C -1.7214 -3.8562 -0.9107 -0.127 -0.202 0.012 -0.02
C 0.0435 -3.1424 0.6848 0.011 -0.182 0.300 -0.05
C 0.1692 4.0539 -2.2869 0.060 0.187 0.065 -0.04
C -0.0496 3.6494 0.1519 -0.146 0.159 0.244 -0.03
C 2.0732 3.0336 -0.9702 0.342 0.134 0.070 -0.06
H 0.3720 -3.6597 -2.7181 0.156 -0.180 0.201 0.08
H 0.8541 -4.7351 -1.3826 -0.022 0.323 -0.171 0.11
H 1.6125 -3.1269 -1.5644 -0.126 -0.169 0.032 0.09
H -2.5298 -3.3205 -0.4016 0.066 -0.173 -0.046 0.09
H -1.6141 -4.8498 -0.4568 -0.054 0.266 -0.101 0.11
H -1.9880 -4.0052 -1.9626 -0.037 -0.049 0.285 0.09
H 0.9906 -2.6143 0.8469 -0.166 -0.182 0.004 0.06
H 0.2081 -4.2007 0.9419 -0.001 0.449 0.055 0.12
H -0.7327 -2.7506 1.3529 0.156 -0.102 -0.061 0.07
H 0.5529 3.7384 -3.2672 0.014 -0.036 0.117 0.06
H 0.6000 5.0477 -2.0934 -0.205 -0.302 -0.061 0.12
H -0.9197 4.1662 -2.3597 0.232 0.017 -0.023 0.10
H -1.1295 3.8097 0.0632 0.260 0.119 0.109 0.09
H 0.4064 4.6287 0.3708 -0.188 -0.419 -0.031 0.12
H 0.1314 2.9835 1.0038 0.118 0.192 -0.111 0.08
H 2.3574 2.3636 -0.1427 -0.091 0.285 -0.225 0.08
H 2.4538 4.0462 -0.7522 -0.058 -0.498 -0.069 0.12
H 2.5878 2.6865 -1.8791 -0.070 0.086 0.096 0.06
C -1.4607 1.6567 -1.5044 0.072 0.160 -0.856 -0.15
H -1.8455 0.6754 -1.0859 -0.236 0.547 -0.251 0.03
H -1.9468 2.4789 -0.9568 0.294 -0.603 -0.029 0.11
H -1.7962 1.7057 -2.5531 -0.067 -0.229 0.467 0.10
C -1.3459 -1.6077 -2.5070 -0.049 -0.144 0.037 -0.12
H -2.4352 -1.5395 -2.3442 0.415 -0.067 -0.063 0.11
H -1.0153 -0.7432 -3.0995 -0.135 -0.072 0.099 0.01
H -1.1188 -2.5019 -3.1040 -0.190 0.491 0.071 0.09
Cl -2.4478 -0.5504 1.2483 0.075 0.406 0.191 0.57
C -0.8135 0.1912 1.4302 -0.582 -0.361 0.660 -0.70
H -0.9248 1.2420 1.7271 0.014 -0.262 0.121 0.02
H -0.2498 -0.3787 2.1824 -0.265 0.274 0.026 0.04
```
Forces are in eV/Å.

Properties
Charge: +2
Spin multiplicity: 2
DFT total energy: -37615.9842 eV
Highest occupied orbital energy (spin up / spin down): -15.96 / -15.95 eV
E_LUMO (spin up / spin down): -8.230 / -10.018 eV


One molecule with the formula C3H6O2 in a non-equilibrium geometry, computed with ωB97M-V/def2-TZVPD.

Structure (XYZ):
```
11
Properties=species:S:1:pos:R:3:forces:R:3:lowdin_charge:R:1
C -0.7041 -0.3648 1.6872 1.275 2.007 0.593 -0.03
C -0.1957 -0.3377 0.2728 -0.158 -3.148 -1.085 -0.41
O 0.0631 -1.4039 -0.3795 -0.548 3.820 2.179 0.03
C 0.0102 1.0060 -0.3385 0.520 0.979 2.493 -0.29
O 0.8103 0.9156 -1.4048 1.439 -0.908 -1.841 -0.02
H -1.0855 0.7514 2.0437 0.854 -3.169 -0.852 0.14
H 0.3131 -0.6014 2.2077 -2.016 0.322 -0.220 0.13
H -1.4202 -1.1842 1.7680 0.093 0.276 0.510 0.08
H -0.9622 1.3895 -0.5419 -1.219 0.368 -0.477 0.12
H 0.4257 1.7588 0.4118 -0.384 -0.989 -0.355 0.15
H 1.0799 -0.0288 -1.3438 0.145 0.442 -0.945 0.10
```
Forces are in eV/Å.

Properties
Charge: 0
Spin multiplicity: 1
DFT total energy: -7302.0626 eV
Energy above the lowest of the compared OMol25 structures with the same formula, charge and spin: 155.9 kJ/mol
SMILES: CC(=O)CO
Highest occupied orbital energy: -10.42 eV
E_LUMO: 0.777 eV